Below is a cluster of 3 separate species, C3H11N3O in total at a distorted geometry, with properties calculated with ωB97M-V with the def2-TZVPD basis set.

Structure (ORCA input):
```
! RIJCOSX wB97M-V def2-TZVPD def2/J DEFGRID3
* xyz 0 1
O 1.78 -1.34 0.99
N -0.76 0.50 -1.18
N 1.16 1.16 1.35
N -1.93 1.02 0.84
C -0.37 -0.76 -0.73
C 0.68 -1.38 -1.61
C -1.39 1.32 -0.31
H -1.26 -1.42 -0.67
H 1.71 0.42 0.87
H 1.53 -0.70 -1.57
H 0.47 -1.58 -2.64
H 0.04 -0.71 0.29
H 0.43 0.81 1.94
H 1.02 -2.28 -1.09
H 1.81 1.67 1.93
H 1.85 -1.81 1.82
H -2.17 0.02 0.82
H -1.36 2.37 -0.58
*
```

Computed properties:
LUMO energy (hartree): -0.1517
Energy above the lowest of the compared OMol25 structures with the same formula, charge and spin (kcal/mol): 179.3
Calculated total energy (Eh): -360.15169
Maximum force (eV/Å): 2.3

---

Below is an isolated molecule of C6H9N, with properties calculated with ωB97M-V with the def2-TZVPD basis set.

Structure (ORCA input):
```
! RIJCOSX wB97M-V def2-TZVPD def2/J DEFGRID3
* xyz 0 1
N 0.83 0.87 1.23
C -0.18 1.13 0.18
C 2.37 -0.42 -0.13
C -0.90 -0.20 0.09
C 0.03 -1.12 0.37
C -2.27 -0.38 -0.47
C 1.27 -0.34 0.62
H -2.43 -1.41 -0.80
H -3.05 -0.13 0.27
H 3.09 0.39 -0.13
H 1.56 1.57 1.11
H 2.50 -1.25 -0.82
H -0.79 2.02 0.36
H 0.41 1.17 -0.75
H -0.01 -2.18 0.18
H -2.43 0.28 -1.33
*
```

Computed properties:
LUMO energy (hartree): 0.0372
Energy above the lowest of the compared OMol25 structures with the same formula, charge and spin (kcal/mol): 47.3
Calculated total energy (Eh): -288.70668
SMILES: C=C1C=C(C)CN1
Maximum force (eV/Å): 0.9

---

Below is a cluster of 2 separate species, C9H14O in total at a distorted geometry, with properties calculated with ωB97M-V with the def2-TZVPD basis set.

Structure (ORCA input):
```
! RIJCOSX wB97M-V def2-TZVPD def2/J DEFGRID3
* xyz 1 2
O 0.51 -3.49 1.35
C -1.87 -0.35 0.18
C -1.42 -2.13 1.72
C -2.20 -1.04 1.34
C -2.39 1.05 -0.06
C 0.09 -1.80 -0.20
C 2.47 2.86 -0.96
C -0.37 -2.58 0.95
C 2.57 1.36 -1.22
C -0.69 -0.76 -0.53
H 1.74 3.39 -1.61
H -1.61 1.76 -0.18
H 2.10 1.06 -2.21
H 2.04 3.05 0.02
H 3.48 3.30 -0.92
H -1.69 -2.74 2.61
H -3.14 -0.82 1.86
H 3.64 1.06 -1.30
H 0.24 -3.98 2.14
H -0.40 -0.15 -1.39
H -3.02 1.44 0.74
H -2.91 1.04 -1.03
H 0.84 -2.30 -0.80
H 1.98 0.76 -0.51
*
```

Computed properties:
LUMO energy (spin up / spin down) (hartree): -0.1482 / -0.2817
Energy above the lowest of the compared OMol25 structures with the same formula, charge and spin (kcal/mol): 20.2
Calculated total energy (Eh): -426.24408
Maximum force (eV/Å): 3.5

---

Below is a structure of composition C17H22BaO10P2S, with properties calculated with ωB97M-V with the def2-TZVPD basis set.

Structure (ORCA input):
```
! RIJCOSX wB97M-V def2-TZVPD def2/J DEFGRID3
* xyz 0 1
Ba 0.69 0.19 -0.61
S 4.27 1.94 -1.26
P -0.74 -1.28 2.36
P -1.61 -2.25 -0.49
O -1.78 -0.11 2.61
O -2.04 -0.64 -0.42
O -0.51 2.54 -0.22
O 2.98 1.55 -0.59
O 0.15 2.21 -2.33
O -0.70 -1.91 3.80
O -0.56 -3.67 1.51
O 0.58 -0.81 1.84
O -2.67 -3.03 -1.15
O -0.18 -2.27 -0.98
C 6.92 1.40 1.09
C 1.80 -1.41 -3.56
C 2.72 -2.44 -3.73
C 5.78 0.74 0.66
C 5.22 0.28 2.96
C 3.61 0.17 -3.33
C 4.08 1.56 -3.03
C 4.07 -2.16 -3.74
C -2.84 -3.01 1.87
C 2.24 -0.11 -3.38
C 5.45 0.64 -0.80
C 6.36 0.94 3.38
C -0.23 2.94 -1.37
C 7.22 1.50 2.44
C -1.49 -2.59 1.33
C 4.52 -0.86 -3.53
C 4.93 0.18 1.61
H 7.59 1.84 0.35
H 4.99 -0.31 -1.06
H -2.61 -0.40 -1.15
H -2.77 -3.34 2.91
H 4.79 -2.96 -3.89
H -3.23 -3.82 1.26
H -1.68 0.66 2.04
H 5.06 1.78 -3.48
H 5.58 -0.65 -3.54
H 6.33 0.81 -1.43
H 6.59 1.02 4.43
H 1.53 0.71 -3.29
H 8.11 2.02 2.76
H 4.03 -0.34 1.28
H -0.31 4.03 -1.57
H 0.74 -1.64 -3.57
H -0.32 -2.80 3.77
H 4.55 -0.16 3.68
H -3.55 -2.18 1.82
H 0.11 -3.57 0.82
H 3.37 2.31 -3.37
H 2.37 -3.45 -3.87
*
```

Computed properties:
LUMO energy (hartree): 0.0025
Energy above the lowest of the compared OMol25 structures with the same formula, charge and spin (kcal/mol): 0.9
Calculated total energy (Eh): -2520.17189
Maximum force (eV/Å): 0.6

---

Below is an isolated molecule of C5H8N2, with properties calculated with ωB97M-V with the def2-TZVPD basis set.

Structure (ORCA input):
```
! RIJCOSX wB97M-V def2-TZVPD def2/J DEFGRID3
* xyz 0 1
N 0.41 0.57 0.52
N -0.41 -0.31 1.16
C 1.50 0.89 -1.55
C -1.53 0.57 1.55
C 0.38 -1.35 -0.64
C -0.43 -1.50 0.46
C 0.83 0.00 -0.57
H -1.79 1.21 0.70
H -0.91 -2.41 0.82
H 2.42 0.47 -1.96
H 1.72 1.83 -1.04
H -2.41 0.01 1.86
H 0.82 1.11 -2.38
H 0.65 -2.08 -1.39
H -1.17 1.23 2.34
*
```

Computed properties:
LUMO energy (hartree): 0.0394
Energy above the lowest of the compared OMol25 structures with the same formula, charge and spin (kcal/mol): 29.0
Calculated total energy (Eh): -304.78931
SMILES: Cc1ccn(C)n1
Maximum force (eV/Å): 0.5

---

Below is a cluster of 2 separate species, C10H20 in total at a distorted geometry, with properties calculated with ωB97M-V with the def2-TZVPD basis set.

Structure (ORCA input):
```
! RIJCOSX wB97M-V def2-TZVPD def2/J DEFGRID3
* xyz 0 1
C 4.28 -3.94 -1.65
C 4.84 -4.00 -0.24
C 5.70 -5.17 -0.22
C 6.40 -5.20 -1.54
C 2.15 -4.25 -5.83
C 3.64 -3.88 -6.08
C 3.65 -2.33 -5.90
C 1.61 -3.08 -4.85
C 2.83 -2.06 -4.68
C 5.43 -4.53 -2.54
H 0.75 -2.53 -5.28
H 5.41 -3.06 -0.14
H 4.00 -2.93 -2.00
H 3.36 -2.37 -3.75
H 5.17 -6.14 -0.27
H 1.30 -3.47 -3.87
H 6.32 -5.18 0.69
H 4.68 -1.93 -5.80
H 6.03 -3.77 -3.09
H 3.97 -4.37 -7.01
H 2.12 -5.21 -5.29
H 5.09 -5.28 -3.28
H 2.56 -0.99 -4.56
H 3.38 -4.58 -1.71
H 4.09 -4.03 0.57
H 4.18 -4.35 -5.24
H 7.26 -4.52 -1.39
H 3.15 -1.79 -6.72
H 1.61 -4.39 -6.79
H 6.80 -6.19 -1.83
*
```

Computed properties:
LUMO energy (hartree): 0.0371
Energy above the lowest of the compared OMol25 structures with the same formula, charge and spin (kcal/mol): 18.2
Calculated total energy (Eh): -392.98955
SMILES: C1CCCC1.C1CCCC1
Maximum force (eV/Å): 3.0

---

Below is a cluster of 10 separate species, C24H66ClO13 in total at a distorted geometry, with properties calculated with ωB97M-V with the def2-TZVPD basis set.

Structure (ORCA input):
```
! RIJCOSX wB97M-V def2-TZVPD def2/J DEFGRID3
* xyz -1 1
Cl -0.20 -0.17 0.79
O -0.23 -0.57 2.13
O -4.78 -1.06 3.84
O 5.90 -0.20 -2.87
O -6.37 2.07 -1.47
O 4.24 2.39 -0.04
O -0.32 3.64 4.59
O -0.02 -5.15 1.83
O 0.98 -1.53 -4.30
O -1.48 -0.38 0.13
O 0.16 1.23 0.77
O -4.45 -0.74 -3.16
O -2.11 3.26 -2.54
O 0.78 -0.93 0.12
C 3.96 4.55 0.77
C 0.14 -3.80 -3.99
C 2.16 -6.15 1.27
C 0.45 -2.67 -6.27
C -7.00 2.48 -0.29
C 1.12 -5.79 2.35
C -0.07 3.94 -3.55
C -1.55 3.69 -3.77
C 7.03 -1.81 -4.14
C -5.90 2.43 0.74
C 0.47 4.53 6.67
C 1.63 -4.91 3.45
C -8.18 1.52 0.03
C -4.02 -3.16 4.46
C 5.61 -2.32 -2.06
C -5.40 -2.79 2.30
C 6.22 3.47 0.52
C -1.75 2.66 -4.81
C 0.85 4.04 5.31
C -5.18 -2.38 3.76
C 0.12 -2.47 -4.77
C 1.79 2.82 5.47
C 4.79 3.30 0.90
C 6.61 -1.35 -2.71
H 3.92 4.96 -0.24
H 1.38 4.83 4.77
H -3.82 -0.63 -2.44
H -0.43 -3.07 -6.78
H -5.63 2.64 -1.67
H 0.43 3.05 -3.17
H -4.03 -0.84 3.28
H -0.11 2.90 4.02
H 5.16 -1.88 -1.17
H 2.40 -5.40 4.06
H 1.78 -6.76 0.45
H 7.69 -1.05 -4.58
H -7.91 0.47 -0.06
H -0.11 3.83 7.28
H 1.25 -3.35 -6.56
H -0.12 5.44 6.55
H -3.08 -2.81 4.03
H -1.28 1.70 -4.63
H 6.81 2.56 0.64
H -3.94 -3.06 5.54
H -6.08 -3.63 2.36
H 0.86 -6.75 2.81
H 2.97 -6.76 1.67
H 0.63 -1.76 -6.83
H 4.56 5.28 1.31
H 0.85 -4.49 4.09
H -4.46 -2.96 1.77
H -5.09 -0.05 -3.01
H 0.86 -1.45 -3.35
H -5.32 1.51 0.68
H 0.47 4.17 -4.47
H 2.63 3.19 6.05
H 1.26 1.93 5.81
H 7.45 -1.21 -2.03
H -0.52 -4.57 -4.39
H 0.18 -4.22 1.68
H 4.65 2.86 1.89
H 7.62 -2.73 -4.13
H -7.36 3.49 -0.44
H 2.19 2.49 4.51
H -8.63 1.56 1.02
H 1.17 -4.16 -3.89
H 6.63 4.15 1.26
H -6.12 -2.59 4.29
H 2.74 -5.35 0.82
H -2.81 2.44 -4.93
H -1.57 2.56 -2.16
H -5.91 -2.07 1.67
H -6.32 2.63 1.73
H 6.19 -2.01 -4.80
H 0.03 4.69 -2.77
H -0.87 -2.01 -4.82
H -4.05 -4.23 4.27
H 5.41 0.10 -2.10
H 4.77 -2.46 -2.74
H 6.07 -3.28 -1.82
H 2.98 4.48 1.24
H -8.93 1.69 -0.74
H -1.37 3.00 -5.77
H 1.28 4.94 7.27
H 6.43 3.93 -0.44
H -0.26 -3.62 -2.99
H 3.28 2.35 -0.02
H -5.17 3.24 0.78
H -2.00 4.62 -4.13
H 2.26 -4.14 3.02
*
```

Computed properties:
LUMO energy (hartree): 0.0927
Energy above the lowest of the compared OMol25 structures with the same formula, charge and spin (kcal/mol): 76.5
Calculated total energy (Eh): -2392.04647
Maximum force (eV/Å): 3.0

---

Q: The lowest energy above the lowest of the compared OMol25 structures with the same formula, charge and spin belongs to which entry?
A: C17H22BaO10P2S